1.
{
  "formula": "C45H64O39",
  "method": "ωB97M-V/def2-TZVPD",
  "de_lowest_kj_mol": 515.94,
  "e_lumo_ha": -0.02220,
  "elements": ["C", "C", "O", "C", "O", "O", "H", "H", "H", "H", "C", "C", "O", "C", "O", "O", "H", "H", "H", "H", "C", "C", "O", "C", "O", "O", "H", "H", "H", "H", "C", "C", "O", "C", "O", "O", "H", "H", "H", "H", "C", "C", "O", "C", "O", "O", "H", "H", "H", "H", "C", "C", "O", "C", "O", "O", "H", "H", "H", "H", "C", "C", "O", "C", "O", "O", "H", "H", "H", "H", "C", "C", "C", "O", "C", "O", "O", "H", "H", "H", "H", "H", "H", "C", "C", "C", "O", "C", "O", "O", "H", "H", "H", "H", "H", "H", "C", "C", "C", "O", "C", "O", "O", "H", "H", "H", "H", "H", "H", "C", "C", "C", "O", "C", "O", "O", "H", "H", "H", "H", "H", "H", "C", "C", "C", "O", "C", "O", "O", "H", "H", "H", "H", "H", "H", "C", "C", "C", "O", "C", "O", "O", "H", "H", "H", "H", "H", "H"],
  "positions_angstrom": [[-10.61, -9.28, -12.37], [-11.75, -10.17, -11.89], [-12.47, -10.44, -13.07], [-11.97, -9.75, -14.12], [-12.39, -9.63, -15.25], [-10.91, -9.03, -13.67], [-9.63, -9.75, -12.25], [-10.52, -8.38, -11.75], [-12.35, -9.62, -11.17], [-11.38, -10.98, -11.26], [-8.91, -8.39, -16.00], [-8.00, -7.36, -16.66], [-6.90, -8.10, -17.12], [-7.02, -9.38, -16.85], [-6.19, -10.27, -17.06], [-8.15, -9.54, -16.12], [-9.82, -8.60, -16.55], [-9.01, -8.21, -14.92], [-7.73, -6.57, -15.95], [-8.50, -6.88, -17.50], [-9.49, -7.13, -6.82], [-8.59, -6.23, -7.68], [-7.57, -5.99, -6.69], [-8.02, -6.23, -5.50], [-7.50, -6.12, -4.42], [-9.21, -6.71, -5.52], [-9.24, -8.19, -6.86], [-10.56, -7.03, -6.98], [-9.08, -5.32, -8.03], [-8.30, -6.82, -8.55], [-14.11, 0.31, -11.81], [-13.63, -0.17, -13.21], [-13.71, 0.94, -14.00], [-14.02, 2.00, -13.30], [-14.15, 3.09, -13.74], [-14.22, 1.67, -12.02], [-13.42, 0.13, -10.99], [-15.08, -0.14, -11.56], [-14.35, -0.93, -13.50], [-12.69, -0.73, -13.25], [-14.03, -2.44, -8.89], [-14.68, -2.84, -7.48], [-16.03, -3.26, -7.83], [-16.32, -2.92, -9.06], [-17.35, -3.06, -9.67], [-15.20, -2.37, -9.67], [-13.43, -3.18, -9.42], [-13.54, -1.46, -8.81], [-14.66, -1.95, -6.86], [-14.08, -3.67, -7.12], [-15.11, -5.94, -10.01], [-14.71, -7.38, -10.38], [-13.77, -7.78, -9.40], [-13.83, -6.92, -8.33], [-13.16, -6.91, -7.36], [-14.78, -5.93, -8.57], [-16.19, -5.83, -10.11], [-14.59, -5.18, -10.59], [-14.25, -7.31, -11.37], [-15.62, -7.97, -10.50], [-9.70, -1.39, -14.18], [-8.23, -1.06, -14.29], [-8.23, 0.33, -14.19], [-9.47, 0.80, -14.57], [-9.73, 1.97, -14.86], [-10.31, -0.17, -14.57], [-10.00, -1.54, -13.14], [-10.05, -2.16, -14.87], [-7.69, -1.41, -15.17], [-7.69, -1.32, -13.38], [-15.37, -7.73, -13.78], [-15.07, -6.38, -14.45], [-16.27, -5.47, -14.82], [-16.06, -4.15, -14.41], [-15.04, -4.24, -13.47], [-14.74, -3.30, -12.72], [-14.53, -5.49, -13.45], [-16.13, -7.67, -13.00], [-14.70, -8.39, -13.23], [-15.91, -8.44, -14.40], [-14.27, -6.42, -15.18], [-17.18, -5.77, -14.30], [-16.65, -5.45, -15.84], [-11.84, -6.70, -17.00], [-11.60, -5.14, -17.09], [-12.52, -4.49, -18.15], [-12.97, -3.37, -17.37], [-12.53, -3.46, -16.07], [-12.77, -2.70, -15.18], [-11.93, -4.59, -15.88], [-11.38, -7.29, -17.80], [-12.90, -6.92, -17.02], [-11.43, -7.16, -16.10], [-10.57, -4.99, -17.39], [-13.23, -5.20, -18.56], [-11.80, -4.24, -18.93], [-9.00, -5.36, -12.81], [-9.86, -4.29, -12.09], [-11.38, -4.36, -12.48], [-11.98, -4.53, -11.24], [-11.04, -4.67, -10.24], [-11.27, -4.82, -9.07], [-9.83, -4.64, -10.79], [-8.91, -5.36, -13.90], [-9.37, -6.35, -12.53], [-7.96, -5.24, -12.52], [-9.49, -3.27, -12.14], [-11.67, -5.18, -13.13], [-11.65, -3.39, -12.90], [-4.79, -4.77, -8.32], [-4.17, -3.78, -9.32], [-3.58, -4.49, -10.58], [-4.43, -4.20, -11.73], [-5.35, -3.39, -11.34], [-6.17, -2.88, -12.04], [-5.21, -3.12, -9.96], [-5.27, -4.28, -7.48], [-3.88, -5.18, -7.88], [-5.30, -5.63, -8.74], [-3.39, -3.15, -8.88], [-3.80, -5.54, -10.39], [-2.53, -4.32, -10.81], [-4.99, -10.95, -12.97], [-6.03, -9.95, -12.40], [-5.67, -9.29, -11.12], [-5.41, -7.91, -11.51], [-5.81, -7.75, -12.81], [-5.71, -6.64, -13.35], [-6.22, -8.91, -13.37], [-4.06, -10.44, -13.22], [-5.21, -11.35, -13.96], [-4.90, -11.81, -12.30], [-6.96, -10.51, -12.34], [-4.85, -9.73, -10.54], [-6.49, -9.15, -10.41], [-4.88, -2.27, -17.12], [-5.34, -3.57, -16.72], [-5.48, -3.96, -15.22], [-6.83, -4.00, -15.03], [-7.51, -3.83, -16.23], [-8.70, -3.95, -16.42], [-6.67, -3.61, -17.28], [-4.93, -2.20, -18.20], [-3.87, -2.24, -16.72], [-5.29, -1.35, -16.70], [-4.71, -4.29, -17.24], [-4.95, -3.26, -14.57], [-5.02, -4.93, -15.04]]
}

2.
{
  "formula": "C45H66ErN4O3",
  "method": "ωB97M-V/def2-TZVPD",
  "spin_multiplicity": 4,
  "e_lumo_ha": [0.09314, 0.09313],
  "charge": -1,
  "elements": ["Er", "C", "C", "C", "C", "C", "C", "C", "C", "C", "H", "H", "H", "H", "H", "H", "H", "H", "H", "H", "H", "H", "C", "C", "C", "C", "C", "C", "C", "C", "C", "C", "C", "C", "N", "C", "C", "N", "C", "C", "C", "C", "C", "C", "C", "C", "C", "C", "C", "C", "H", "H", "H", "H", "H", "H", "H", "H", "H", "H", "H", "H", "H", "H", "H", "H", "H", "H", "H", "H", "H", "H", "H", "H", "H", "H", "H", "H", "H", "H", "H", "H", "H", "H", "H", "H", "O", "C", "N", "O", "C", "C", "C", "C", "C", "C", "N", "H", "H", "H", "H", "H", "H", "H", "H", "H", "H", "H", "C", "C", "C", "O", "H", "H", "H", "H", "H", "H", "H"],
  "positions_angstrom": [[-0.14, 0.16, -0.32], [2.30, -1.31, -3.37], [2.90, -1.00, -2.03], [3.47, -1.99, -1.25], [4.11, -1.67, -0.05], [4.67, -2.77, 0.80], [4.21, -0.34, 0.32], [3.61, 0.66, -0.42], [3.70, 2.10, 0.00], [2.94, 0.32, -1.59], [2.27, -2.38, -3.56], [2.88, -0.83, -4.16], [1.28, -0.91, -3.42], [3.43, -3.02, -1.57], [5.58, -3.18, 0.37], [3.94, -3.58, 0.89], [4.89, -2.41, 1.80], [4.74, -0.10, 1.23], [4.13, 2.71, -0.79], [4.30, 2.22, 0.90], [2.69, 2.48, 0.21], [2.52, 1.10, -2.21], [-0.79, 3.85, -2.54], [0.49, 3.59, -1.73], [1.71, 4.04, -2.53], [0.35, 4.22, -0.37], [0.79, 5.51, -0.16], [0.58, 6.16, 1.04], [-0.07, 5.49, 2.05], [-0.52, 4.19, 1.91], [-1.12, 3.53, 3.12], [-2.49, 4.12, 3.47], [-0.21, 3.64, 4.35], [-0.34, 3.51, 0.67], [-0.76, 2.23, 0.43], [-2.04, 1.86, 0.83], [-2.53, 0.60, 1.01], [-1.82, -0.60, 0.89], [-2.41, -1.74, 1.33], [-3.43, -1.72, 2.35], [-4.28, -2.79, 2.52], [-4.10, -3.96, 1.81], [-2.96, -4.08, 1.03], [-2.09, -3.03, 0.79], [-0.81, -3.48, 0.08], [-0.17, -2.67, -1.05], [0.29, -3.78, 1.10], [-3.46, -0.62, 3.40], [-4.81, 0.08, 3.53], [-3.06, -1.24, 4.75], [-0.74, 3.37, -3.52], [-0.94, 4.92, -2.68], [-1.64, 3.44, -2.00], [0.57, 2.49, -1.59], [1.66, 5.10, -2.80], [1.77, 3.48, -3.46], [2.63, 3.88, -1.97], [1.30, 6.04, -0.96], [0.92, 7.18, 1.18], [-0.23, 6.00, 3.00], [-1.25, 2.46, 2.91], [-2.40, 5.19, 3.68], [-2.90, 3.63, 4.36], [-3.19, 3.99, 2.65], [-0.22, 4.65, 4.76], [0.82, 3.39, 4.09], [-0.55, 2.96, 5.12], [-2.77, 2.67, 0.92], [-3.61, 0.52, 1.14], [-5.08, -2.73, 3.24], [-4.79, -4.79, 1.92], [-2.75, -5.04, 0.58], [-1.09, -4.44, -0.39], [0.43, -1.84, -0.64], [-0.91, -2.30, -1.76], [0.52, -3.32, -1.59], [0.72, -2.85, 1.47], [1.09, -4.35, 0.63], [-0.10, -4.35, 1.94], [-2.71, 0.13, 3.15], [-5.58, -0.62, 3.86], [-5.12, 0.51, 2.58], [-4.74, 0.89, 4.26], [-3.79, -1.98, 5.07], [-3.01, -0.46, 5.52], [-2.09, -1.71, 4.67], [-1.67, 0.43, -4.43], [-0.96, 0.41, -3.48], [-0.21, 0.37, -2.57], [-2.52, -0.80, -1.53], [-3.66, -1.21, -1.54], [-4.87, -0.30, -1.45], [-5.69, -0.52, -2.74], [-4.87, -0.96, -3.97], [-4.64, -2.47, -4.10], [-3.62, -3.02, -3.09], [-3.96, -2.55, -1.76], [-4.51, 0.73, -1.40], [-5.45, -0.52, -0.56], [-6.19, 0.42, -2.98], [-6.49, -1.26, -2.56], [-3.91, -0.44, -3.98], [-5.42, -0.64, -4.86], [-4.29, -2.69, -5.11], [-5.60, -3.00, -3.96], [-2.62, -2.66, -3.33], [-3.62, -4.12, -3.09], [-4.91, -2.79, -1.53], [0.38, -0.69, 3.32], [1.57, -0.37, 2.40], [2.11, 1.01, 2.82], [1.27, -0.43, 1.06], [0.71, -0.77, 4.36], [-0.09, -1.63, 3.03], [-0.37, 0.10, 3.24], [2.37, -1.13, 2.63], [1.43, 1.79, 2.45], [3.09, 1.18, 2.39], [2.19, 1.08, 3.90]]
}

Values for DFT total energy, eV, ordered as above
-127552.7746; -87466.4794